[1]
The following is a DFT calculation (ωB97M-V with the def2-TZVPD basis set) of one molecule with the formula C5H5NO2.

```
13
Properties=species:S:1:pos:R:3:forces:R:3
C -0.81491 0.83486 1.02415 1.2 -0.7 -1.3
C 0.14431 1.92170 0.68879 -0.7 0.6 1.6
N -1.20801 -1.46987 0.16107 0.4 1.4 0.3
C 1.34512 -0.66406 -1.39908 -0.9 0.3 0.4
H 2.20327 -0.24808 -1.86605 0.6 0.2 -0.3
C -0.53100 -0.26140 0.25193 -0.8 0.5 1.1
O 0.23393 3.05413 1.12328 -0.2 -1.5 -0.7
H -1.83288 -1.67083 0.92733 0.1 -0.2 -0.2
H -1.48969 0.88277 1.82803 -0.9 0.3 0.6
H -0.72783 -2.23973 -0.25503 0.1 -0.3 0.0
H 0.97806 -1.61837 -1.77834 0.1 0.2 0.5
C 0.66948 0.06043 -0.50389 0.6 1.0 -0.9
O 1.03016 1.41843 -0.20220 0.4 -1.9 -1.1
```
Forces are in eV/Å.

E_HOMO	-9.10	eV
relative energy (zero: lowest compared OMol25 entry of this formula, charge and spin)	75.8	kJ/mol
HOMO-LUMO gap	0.3327	Eh
structure (SMILES)	C=C1OC(=O)C=C1N
LUMO level	-0.05	eV
charge	0

***

[2]
The following is a DFT calculation (ωB97M-V with the def2-TZVPD basis set) of C5H4F14MgN2O9S4 as an isolated structure.

```
39
Properties=species:S:1:pos:R:3:forces:R:3
C -0.94935 -0.67393 -5.14445 0.0 0.3 0.1
O 0.30680 0.25417 -0.58649 1.4 0.4 -1.6
O 1.70245 -1.33586 -5.14724 -2.3 1.9 1.1
O -3.20540 1.43502 1.43368 0.3 -2.2 0.2
F 0.36323 -2.71719 3.21655 -0.1 0.6 -0.4
O -0.10105 0.57138 4.29881 -0.1 0.9 -1.7
O 1.83378 -0.46417 1.87842 0.9 -0.2 0.6
C 2.98534 -1.26505 1.67929 2.2 0.3 -0.8
C -0.22251 2.51127 2.34624 -0.8 -2.7 -0.3
H 3.80817 -0.63207 2.01155 0.5 0.0 -0.2
S 0.81214 -0.36551 -4.41761 3.0 -1.3 -2.2
S 0.60040 0.58852 -1.97967 -2.5 -2.2 1.1
N 0.62824 -0.91856 -2.92753 0.5 4.2 1.0
F 2.31270 2.55844 -1.83177 0.9 1.3 -0.3
F -4.81720 -0.74440 2.70200 -1.3 0.3 -0.4
C 2.46378 1.27947 -1.92302 -1.5 -2.9 -1.2
H 3.13026 -1.45633 0.61603 -0.2 -0.1 0.0
F -3.89324 -2.38034 1.57629 0.1 1.0 0.4
F 1.08918 2.22582 2.00429 -1.8 0.3 -0.4
Mg 0.15998 -1.46491 1.80678 1.3 -4.1 -1.7
C -3.69082 -1.28787 2.32297 1.6 0.6 0.3
N -1.08440 -0.11584 2.15596 -4.8 2.3 -1.5
F -0.96694 -1.18914 -6.40498 0.3 0.5 0.5
S -2.62972 0.09766 1.35105 1.0 -1.6 -4.0
O -2.44308 -0.47675 -0.00151 -0.7 1.0 3.2
F -1.66738 -1.47617 -4.38799 0.3 -1.3 0.4
S -1.04936 0.97434 3.25700 1.4 0.3 4.4
F -0.13501 3.43439 3.25032 -0.3 1.7 0.4
F -1.64799 0.45102 -5.11065 0.2 1.1 -0.8
O -0.32857 1.57796 -2.51674 1.6 -0.5 0.3
O -2.35090 1.29840 3.82286 1.1 0.6 -0.9
F -1.01222 2.84090 1.27630 2.1 0.2 1.5
H 2.23100 0.39594 2.03338 -1.1 0.2 0.0
F 2.98165 0.81340 -0.75186 0.4 0.4 -1.6
F 0.27544 -2.48278 0.11153 0.0 0.7 1.5
F -3.06048 -1.62494 3.45212 0.2 -0.3 -0.6
F 3.21283 0.88639 -3.06669 -0.8 1.1 3.3
O 1.16276 1.07216 -4.61308 -1.2 -2.7 -0.2
H 3.19547 -2.19486 2.20788 -1.5 0.0 0.4
```
Forces are in eV/Å.

E_HOMO	-3.99	eV
relative energy (zero: lowest compared OMol25 entry of this formula, charge and spin)	339.7	kJ/mol
HOMO-LUMO gap	0.3154	Eh
LUMO level	4.60	eV
charge	-2

***

[3]
The following is a DFT calculation (ωB97M-V with the def2-TZVPD basis set) of C34H38As2BrN7O4V as an isolated structure.

```
87
Properties=species:S:1:pos:R:3:forces:R:3
H -4.77063 3.02647 -4.20489 0.0 0.0 0.0
O -0.99521 -0.88340 1.94689 0.0 0.1 0.0
N -1.80141 1.35186 1.97020 0.0 0.1 -0.1
C 1.62164 -3.65402 2.20558 0.0 0.0 -0.1
C 0.88561 -6.22899 1.39025 0.0 0.0 0.0
C 3.58268 1.74439 0.49013 0.1 -0.1 0.1
C 2.42367 2.57948 0.55137 0.0 -0.2 0.0
O -1.42550 2.24245 4.78480 0.0 0.0 0.0
H -1.82027 6.02059 -1.61029 0.0 0.0 0.0
C 2.56816 0.30949 -4.51696 0.0 0.0 0.0
H -0.04629 1.10650 -6.26043 0.0 0.0 0.0
H 1.98269 -4.56768 4.11305 0.0 0.0 0.0
H 0.25652 -2.10535 4.48694 0.0 0.0 0.0
H 2.70474 -0.59381 -3.92549 0.0 0.0 0.0
H -3.44626 2.32107 0.16969 0.0 0.0 0.1
C -3.42057 -0.36981 6.31239 0.0 0.0 0.0
H 4.66703 -1.97182 2.54490 0.0 0.0 0.0
C 1.21463 -3.88927 0.88458 0.0 0.0 0.1
H 0.62117 2.64716 -6.84887 0.0 0.0 0.0
C -1.94604 0.01676 3.98496 0.1 -0.1 0.0
N -1.83997 1.08482 0.65576 -0.4 0.5 0.0
H -0.33339 -3.78245 -1.94373 0.0 0.0 0.0
H 1.38080 -4.07831 -2.31058 0.0 0.0 0.0
As 1.13063 -2.40615 -0.37434 0.0 0.0 0.0
C -3.12488 1.67212 -2.60651 0.1 -0.1 0.0
H 4.10511 -3.29666 3.59230 0.0 0.0 0.0
H -3.49274 6.97607 -3.16425 0.0 0.0 0.0
C 0.85149 -5.17532 0.48955 0.0 0.0 0.0
H 0.59107 -2.56693 -2.81971 0.0 0.0 0.0
C -2.80820 1.03261 -1.48383 -0.1 -0.1 -0.3
H -2.81779 1.63776 6.82938 0.0 0.0 0.0
V -0.38855 -0.29254 0.12486 0.3 -0.4 -0.4
H 1.44194 -0.73064 -6.02759 0.0 0.0 0.0
Br -2.55762 -0.88247 -1.52649 -0.2 0.0 -0.1
H 1.78465 -2.68059 5.20525 0.0 0.0 0.0
N 1.43611 1.07108 -3.98158 -0.1 0.0 0.0
H 3.13711 -1.19276 -1.33089 0.0 0.0 0.0
H 3.45727 -2.95368 -1.24161 0.0 0.0 0.0
C 1.29484 -6.00504 2.69467 0.0 0.0 0.0
C 3.02321 -2.09537 -0.73194 0.0 0.0 0.0
H -2.50214 -1.95640 3.45836 0.0 0.0 0.0
As 2.12186 -1.83676 2.79049 0.0 0.0 0.1
H -3.99027 -0.51651 7.22202 0.0 0.0 0.0
O 1.17191 0.79561 0.75049 0.5 -0.1 0.3
H -0.12926 0.61870 3.01053 0.1 0.0 0.0
C -3.21180 3.13394 -2.73160 0.0 0.2 0.0
H -2.70501 1.60739 2.35496 -0.1 0.0 0.0
C 0.81030 1.79038 -6.20575 0.0 -0.1 0.0
N 1.22317 2.06868 0.65835 -0.3 0.3 -0.1
C 1.66256 -4.72835 3.09036 0.0 0.0 0.0
C 2.27888 -0.02285 -5.96980 0.0 0.0 0.0
C -2.71708 1.57605 -0.14123 0.2 0.1 0.4
C -2.03658 1.02984 4.93979 0.0 0.0 0.0
C -2.77139 0.83537 6.10297 0.0 0.0 0.0
H -0.94279 2.27667 3.94944 0.0 0.0 0.0
C 1.32402 -1.91470 4.58211 0.0 0.0 0.0
H 1.32814 -6.82310 3.40396 0.0 0.0 0.0
C -2.60201 -1.18523 4.21234 0.0 0.0 0.0
C -2.47901 5.36787 -2.16912 0.0 0.0 0.0
H 3.15281 -0.46936 -6.43917 0.0 0.0 0.0
H -1.61649 3.58655 -1.35494 0.0 0.0 0.0
O 1.97316 1.15067 -6.70202 0.0 0.0 0.0
C -4.23510 5.05770 -3.77813 0.0 0.0 0.0
H 1.46249 -0.94630 5.06175 0.0 0.0 0.0
H -4.95835 5.47011 -4.47015 0.0 0.0 0.0
H 3.54180 -1.92477 0.20775 0.0 0.0 0.0
H 0.53949 -5.37003 -0.52681 0.0 0.0 0.0
C -1.11608 0.20985 2.72996 -0.1 0.0 0.1
C -3.41343 5.90326 -3.04465 0.0 0.0 0.0
H 3.47313 0.91750 -4.44361 0.0 0.0 0.0
H 0.59655 -7.22258 1.07005 0.0 0.0 0.0
N 4.49284 1.04321 0.43707 0.0 0.0 -0.1
H 0.10628 2.64915 -4.34323 0.0 0.0 0.0
C 1.01817 2.23524 -4.76978 0.0 0.0 0.0
H -3.84514 -2.32960 5.53551 0.0 0.0 0.0
C -3.34104 -1.38630 5.36767 0.0 0.0 0.0
N 2.67283 5.12776 0.29327 0.0 0.0 0.0
C -4.12931 3.68492 -3.62956 0.0 0.0 0.0
N 0.32696 0.45303 -1.86820 -0.2 -0.2 0.2
C 2.55099 3.99064 0.41650 0.0 0.2 0.0
H -3.32507 1.09199 -3.50057 0.0 0.0 0.0
C 3.97594 -2.24455 3.34223 0.0 0.0 0.0
C 0.64849 -3.32189 -2.03513 0.0 0.1 0.0
H 4.21309 -1.63974 4.21810 0.0 0.0 0.0
C -2.37409 3.99411 -2.01417 0.0 -0.1 0.0
H 1.80406 2.99309 -4.72611 0.0 0.0 0.0
C 0.84404 0.74215 -2.85974 0.1 0.1 0.0
```
Forces are in eV/Å.

expectation value of S²	3.7663
E_HOMO (alpha / beta)	-6.98 / -8.16	eV
spin multiplicity	4
relative energy (zero: lowest compared OMol25 entry of this formula, charge and spin)	71.4	kJ/mol
HOMO-LUMO gap (alpha / beta)	0.2428 / 0.2784	Eh
LUMO level (alpha / beta)	-0.38 / -0.58	eV
charge	0

***

[4]
The following is a DFT calculation (ωB97M-V with the def2-TZVPD basis set) of C4H7KO2 as an isolated structure.

```
14
Properties=species:S:1:pos:R:3:forces:R:3
H -4.08012 0.58656 -1.69619 0.4 0.5 0.1
K 2.01926 -1.11878 3.31315 -0.7 0.4 -0.9
H -3.92605 2.39844 -1.11039 0.1 -0.5 -0.2
H -3.98609 1.64959 1.19384 0.4 -0.5 -0.1
C -3.92236 1.32407 -0.90352 -0.7 -0.8 2.4
H 0.22090 1.66890 -0.93672 0.4 -0.9 0.2
C -0.06532 0.03016 1.35479 1.3 -0.3 -0.6
H -1.26814 1.74378 -1.58120 -1.6 -0.2 1.4
O -0.94352 0.73766 0.61536 -1.9 1.8 -2.2
C -0.70722 1.07982 -0.91630 2.3 -0.9 1.3
O 0.96466 -0.35826 0.75407 0.2 -0.2 0.8
H -0.61008 0.10641 -1.41591 0.3 0.5 0.1
C -3.91953 0.90086 0.39847 -0.8 0.9 -2.3
H -4.04229 -0.16271 0.62162 0.3 0.5 0.1
```
Forces are in eV/Å.

E_HOMO	-6.11	eV
relative energy (zero: lowest compared OMol25 entry of this formula, charge and spin)	205.9	kJ/mol
HOMO-LUMO gap	0.1887	Eh
LUMO level	-0.97	eV
charge	0

***

[5]
The following is a DFT calculation (ωB97M-V with the def2-TZVPD basis set) of a 3-piece molecular cluster, C4H13NO3 overall.

```
21
Properties=species:S:1:pos:R:3:forces:R:3
C -2.41374 -0.69853 -0.02354 -0.7 0.5 -1.9
O 2.10199 0.55722 1.64055 -0.6 -0.2 0.0
H 0.12846 0.59106 1.85171 0.3 -0.2 -0.2
H -2.10839 -0.07512 2.06405 0.0 0.5 0.0
H 1.87268 0.77739 0.12430 1.0 0.7 1.2
H 2.54502 -2.20632 -1.01141 -0.1 0.0 0.1
H -3.32071 -1.25358 0.19701 0.1 -0.1 0.6
H -1.73077 -1.33078 -0.60034 -0.1 0.0 0.1
C 0.08408 1.30988 -0.21429 0.1 0.1 -1.3
H -3.03068 1.11810 -0.36949 -0.3 0.3 -0.3
H -0.13206 2.32845 0.12329 -0.3 -0.2 0.7
H -0.59701 1.08647 -1.02802 0.0 0.1 -0.4
C -1.65002 -0.09872 1.07979 2.0 -1.3 -0.6
O -2.81812 0.37773 -0.94797 0.4 -0.5 1.0
N 2.40267 -1.55696 -1.75698 0.5 -0.3 -0.1
H 2.77819 0.95230 2.18215 0.7 -0.1 -0.1
H 0.41965 -0.62779 0.67212 -0.2 -0.3 -0.3
C -0.25193 0.21323 0.90038 -1.9 1.3 2.7
H 1.83584 -0.75027 -1.57441 0.0 0.1 -0.2
O 1.38315 1.22335 -0.62613 -0.5 -0.6 -1.1
H 2.50170 -1.93710 -2.68277 -0.3 0.2 0.2
```
Forces are in eV/Å.

E_HOMO	-7.91	eV
relative energy (zero: lowest compared OMol25 entry of this formula, charge and spin)	713.1	kJ/mol
HOMO-LUMO gap	0.1612	Eh
LUMO level	-3.52	eV
charge	0

***

[6]
The following is a DFT calculation (ωB97M-V with the def2-TZVPD basis set) of CHKO2 as an isolated structure.

```
5
Properties=species:S:1:pos:R:3:forces:R:3
K 1.52625 2.82958 0.86341 -0.1 -0.2 -0.1
H -0.95281 -1.55131 0.31602 0.2 0.0 -1.2
O -0.72968 -1.39066 -0.65293 -0.7 -1.0 0.7
O 0.22368 0.40906 0.20488 0.4 0.4 -0.9
C -0.06743 -0.29667 -0.73137 0.3 0.8 1.5
```
Forces are in eV/Å.

expectation value of S²	0.7530
E_HOMO (alpha / beta)	-13.74 / -16.55	eV
spin multiplicity	2
HOMO-LUMO gap (alpha / beta)	0.3525 / 0.4238	Eh
LUMO level (alpha / beta)	-4.14 / -5.02	eV
charge	+1

***

[7]
The following is a DFT calculation (ωB97M-V with the def2-TZVPD basis set) of a 6-piece molecular cluster, H14NO5 overall.

```
20
Properties=species:S:1:pos:R:3:forces:R:3
H 0.20674 3.07788 3.88912 -0.1 0.1 -0.2
O 3.27762 0.58434 -0.74978 -0.7 -0.3 0.2
H -0.75067 1.98218 3.44002 0.0 0.3 -0.1
N 0.66681 0.30601 0.35966 0.7 -0.5 -0.9
H -2.04779 -1.57082 -0.83539 0.1 0.1 0.2
H 3.99101 0.13780 -0.28731 0.4 0.3 -0.2
H -1.67390 -0.52593 -1.84791 0.0 0.0 -0.1
O -0.26073 2.74952 3.10929 0.1 -0.5 0.2
H 1.62274 0.12858 0.01006 0.1 0.2 0.1
H 0.60136 1.31298 0.45849 -0.3 0.1 0.5
H -0.22217 -2.86607 1.75780 0.0 -0.1 0.3
O -1.56690 -0.73688 -0.90668 -0.1 0.0 -0.5
H -2.23151 -1.20636 -4.75848 0.1 0.0 0.1
H 0.35722 -2.04648 2.98608 -0.3 -0.4 -0.5
O -2.30192 -0.74740 -3.91408 -0.1 0.1 0.1
H 0.50233 -0.26682 1.19599 -0.2 0.2 0.1
H 3.61254 1.30806 -1.28353 0.4 -0.1 0.1
O 0.13777 -2.02148 2.04027 0.3 0.7 0.2
H -3.06093 -0.16484 -4.02238 0.0 0.0 0.0
H 0.02081 -0.03297 -0.37544 -0.4 0.0 0.4
```
Forces are in eV/Å.

E_HOMO	-14.56	eV
relative energy (zero: lowest compared OMol25 entry of this formula, charge and spin)	67.8	kJ/mol
HOMO-LUMO gap	0.4325	Eh
LUMO level	-2.79	eV
charge	+1

***

[8]
The following is a DFT calculation (ωB97M-V with the def2-TZVPD basis set) of a 2-piece molecular cluster, C11H14N2 overall.

```
27
Properties=species:S:1:pos:R:3:forces:R:3
H -1.99525 1.33643 -3.67497 0.1 -0.6 -0.4
N 0.34139 -1.16915 -1.01232 -1.6 -3.3 1.1
H 0.71629 0.80365 -1.69518 -0.2 -0.5 -0.3
C 2.85424 0.08348 1.39086 -0.7 -1.7 2.1
C 0.86898 1.41134 0.99648 0.7 -0.8 1.9
H -0.95611 -2.89436 -0.69930 -1.1 -5.4 3.4
H -1.94383 0.10232 2.48911 0.9 0.1 -0.1
H -2.90986 0.71397 -2.40738 0.1 -0.4 0.6
H 0.52679 2.33455 0.62280 -0.7 0.9 -0.4
C 0.59911 -0.64976 2.24918 -0.6 2.3 -0.2
H -1.62452 1.85264 2.51247 0.9 -1.2 -0.8
C -0.74346 -2.15345 -1.26106 4.1 9.8 -6.7
N -1.33977 -1.66560 -2.35407 -1.8 -1.2 2.5
H 3.92841 -0.22721 1.25219 -1.4 0.7 0.4
C -1.30406 0.87048 2.00829 -4.6 1.6 -1.2
H 2.79863 2.10342 0.25988 -1.1 -3.2 1.5
C 2.23876 1.15309 0.86826 1.1 4.6 -3.1
C -2.20060 0.38433 -3.15987 0.0 0.0 -1.6
C 0.07141 0.60029 1.78725 2.2 -1.5 -0.3
C 1.94948 -0.71914 2.23606 3.3 -1.3 -2.2
C -1.00763 -0.33035 -2.59527 0.6 -2.4 1.1
H 1.04755 -1.38753 -0.27268 -0.7 1.1 -1.2
C 0.15269 -0.11618 -1.87313 -0.5 1.2 0.8
H -2.75293 -0.41403 -3.77638 0.8 1.6 0.6
H -0.13115 -1.39031 2.56864 0.6 0.0 0.6
H 2.51481 -1.55083 2.60416 -0.3 -0.8 0.6
H -1.69937 0.91790 0.93600 -0.2 0.3 1.3
```
Forces are in eV/Å.

E_HOMO	-8.16	eV
relative energy (zero: lowest compared OMol25 entry of this formula, charge and spin)	327.1	kJ/mol
HOMO-LUMO gap	0.3285	Eh
structure (SMILES)	Cc1c[nH]cn1.Cc1ccccc1
LUMO level	0.77	eV
charge	0

***

Number 1: electronic energy -10850.5294 eV, M 111.1 g/mol. Number 2: electronic energy -113489.4345 eV, M 654.6 g/mol. Number 3: electronic energy -271899.0821 eV, M 889.4 g/mol. Number 4: electronic energy -24677.8451 eV, M 126.2 g/mol. Number 5: electronic energy -11985.0805 eV, M 123.2 g/mol. Number 6: electronic energy -21466.2658 eV, M 84.1 g/mol. Number 7: electronic energy -11949.7192 eV, M 108.1 g/mol. Number 8: electronic energy -14611.0300 eV, M 174.2 g/mol.